Entry 1:
This record from the Open Molecules 2025 dataset describes C8H4AsN2O5ReS4 as an isolated structure. The level of theory is the ωB97M-V functional and the def2-TZVPD basis.

For the LUMO energy, the calculation gives -0.3284 Eh. The net charge is +2. Its relative energy (zero: lowest compared OMol25 entry of this formula, charge and spin) is 53.1 kJ/mol. As for the HOMO energy: -0.5409 Eh.

```
25
Properties=species:S:1:pos:R:3:nbo_charge:R:1
Re 0.656 -0.544 0.063 1.26
S 4.057 -3.332 2.775 -0.09
As 2.027 -3.337 2.016 0.78
S 1.511 -0.936 2.020 -0.16
S 0.359 -2.419 -0.764 0.09
S 2.430 -3.663 4.116 -0.09
O 3.577 1.100 -2.448 -0.34
C 2.748 0.766 -1.738 0.95
N 1.844 0.434 -0.981 -0.83
O -3.426 2.154 0.352 -0.22
C -3.657 1.394 -0.435 0.96
O -0.817 0.278 0.211 -0.57
C -4.003 0.438 -1.385 -0.33
C -5.368 0.080 -1.458 -0.06
C -5.760 -0.835 -2.414 -0.19
C -4.815 -1.384 -3.275 -0.09
C -3.482 -1.013 -3.159 0.09
C -3.036 -0.098 -2.242 -0.11
N -2.465 -1.642 -4.042 0.52
O -2.868 -2.328 -4.941 -0.29
O -1.300 -1.426 -3.760 -0.38
H -6.090 0.519 -0.781 0.26
H -6.799 -1.123 -2.490 0.27
H -5.096 -2.101 -4.037 0.29
H -1.988 0.158 -2.238 0.28
```



Entry 2:
This record from the Open Molecules 2025 dataset describes C38H49BIN9PtS3 as an isolated structure at a distorted geometry. The level of theory is the ωB97M-V functional and the def2-TZVPD basis.

For the LUMO energy (alpha / beta), the calculation gives -0.0113 / -0.0113 Eh. The net charge is 0. Its relative energy (zero: lowest compared OMol25 entry of this formula, charge and spin) is 400.4 kJ/mol. As for the HOMO energy (alpha / beta): -0.2432 / -0.2432 Eh.

```
102
Properties=species:S:1:pos:R:3:mulliken_charge:R:1
Pt -0.333 -0.555 -0.548 1.43
C -4.587 -0.228 0.562 -1.39
C -4.273 0.893 1.550 1.58
C -5.451 1.143 2.497 -1.85
C -4.027 2.187 0.778 -2.07
N -3.111 0.442 2.380 0.46
C -3.306 -0.429 3.441 -0.22
C -2.103 -0.691 3.973 -1.53
N -1.149 -0.013 3.246 0.20
B 0.342 -0.171 3.684 1.07
N 1.198 1.079 3.361 0.11
C 0.761 2.256 3.929 -1.59
C 1.466 3.265 3.407 -0.01
N 2.377 2.718 2.517 0.47
C 2.223 1.354 2.501 0.37
S 3.224 0.212 1.743 -0.35
C 3.219 3.641 1.708 1.32
C 4.134 2.949 0.704 -2.03
C 4.091 4.458 2.666 -1.64
C 2.256 4.554 0.939 -1.42
N 0.992 -1.503 3.226 -0.19
C 2.120 -1.922 3.885 -1.55
C 2.623 -2.975 3.221 -0.10
N 1.789 -3.225 2.145 0.70
C 0.786 -2.307 2.166 -0.18
S -0.612 -2.260 1.149 -0.19
C 2.132 -4.339 1.204 1.31
C 2.094 -5.642 2.005 -1.69
C 1.199 -4.483 0.006 -2.04
C 3.546 -4.059 0.682 -1.53
C -1.772 0.671 2.253 -0.12
S -0.994 1.514 0.984 -0.28
H -5.456 0.040 -0.041 0.31
H -4.803 -1.166 1.079 0.58
H -3.733 -0.376 -0.103 -0.14
H -6.269 1.582 1.928 0.44
H -5.170 1.840 3.288 0.42
H -5.830 0.230 2.954 0.45
H -4.983 2.474 0.336 0.54
H -3.298 2.064 -0.014 0.33
H -3.690 2.993 1.431 0.44
H -4.277 -0.780 3.729 0.53
H -1.833 -1.308 4.812 0.61
H 0.288 -0.236 4.892 -0.22
H -0.041 2.266 4.647 0.55
H 1.399 4.321 3.589 0.52
H 4.832 2.269 1.182 0.46
H 4.693 3.738 0.196 0.56
H 3.573 2.377 -0.033 0.28
H 4.743 3.795 3.237 0.39
H 3.500 5.048 3.366 0.37
H 4.714 5.145 2.093 0.44
H 1.510 3.948 0.423 0.15
H 2.811 5.149 0.211 0.47
H 1.722 5.239 1.596 0.39
H 2.480 -1.411 4.760 0.58
H 3.495 -3.566 3.423 0.56
H 1.088 -5.819 2.388 0.39
H 2.788 -5.629 2.844 0.39
H 2.365 -6.475 1.355 0.45
H 0.190 -4.768 0.294 0.46
H 1.619 -5.275 -0.617 0.57
H 1.130 -3.574 -0.586 0.25
H 4.298 -4.107 1.469 0.39
H 3.592 -3.066 0.232 0.26
H 3.805 -4.801 -0.074 0.49
C 1.412 -0.803 -1.040 -0.51
H 1.876 -0.069 -1.701 0.49
H 2.005 -1.694 -0.844 0.16
I -2.778 3.441 -5.392 0.09
C -1.477 2.804 -3.933 -1.01
C -0.440 3.514 -3.377 -0.14
N 0.131 2.688 -2.476 -0.30
N -0.480 1.499 -2.408 0.29
C -1.457 1.551 -3.291 -0.11
H -0.084 4.514 -3.553 0.47
H 0.889 2.886 -1.847 0.12
H -2.100 0.695 -3.430 0.41
N -1.935 -1.216 -1.557 -0.46
C -2.353 -2.107 -2.338 -0.70
C -3.355 -3.138 -1.900 0.07
C -4.162 -2.906 -0.790 1.55
C -5.011 -3.891 -0.313 -0.54
C -5.053 -5.135 -0.930 -0.53
C -4.240 -5.384 -2.025 -0.83
C -3.401 -4.391 -2.511 -0.44
C -1.888 -2.155 -3.772 0.44
C -2.820 -2.245 -4.804 -0.09
C -2.417 -2.162 -6.130 -0.87
C -1.074 -2.008 -6.441 -0.43
C -0.138 -1.928 -5.418 -0.77
C -0.545 -1.992 -4.094 0.21
H -4.097 -1.947 -0.292 -0.85
H -5.635 -3.691 0.549 0.41
H -5.713 -5.907 -0.554 0.40
H -4.257 -6.355 -2.505 0.41
H -2.766 -4.595 -3.364 0.45
H -3.870 -2.368 -4.565 0.49
H -3.155 -2.217 -6.920 0.39
H -0.758 -1.948 -7.474 0.39
H 0.912 -1.808 -5.653 0.40
H 0.177 -1.903 -3.293 0.18
```



Entry 3:
This record from the Open Molecules 2025 dataset describes one molecule with the formula C20H21ClN2O5S at a distorted geometry. The level of theory is the ωB97M-V functional and the def2-TZVPD basis.

As for the SMILES: CCNC(=O)COC(=O)c1cc(S(=O)(=O)N2CCCc3ccccc32)ccc1Cl. For the LUMO energy, the calculation gives 0.0059 Eh. The net charge is 0. Its relative energy (zero: lowest compared OMol25 entry of this formula, charge and spin) is 19.9 kJ/mol. As for the HOMO energy: -0.3140 Eh.

```
50
Properties=species:S:1:pos:R:3:nbo_charge:R:1
C -1.408 0.531 7.304 -0.61
C -0.588 0.187 6.067 -0.23
N -0.741 1.191 5.034 -0.61
C -1.302 0.926 3.840 0.66
O -1.700 -0.159 3.492 -0.61
C -1.405 2.161 2.924 -0.17
O -1.803 1.747 1.633 -0.48
C -0.899 1.015 0.974 0.78
O 0.237 0.867 1.349 -0.58
C -1.426 0.403 -0.278 -0.12
C -0.748 -0.730 -0.730 -0.15
C -1.151 -1.371 -1.880 -0.35
S -0.177 -2.732 -2.540 2.33
O 0.243 -3.573 -1.466 -0.92
O -0.903 -3.328 -3.622 -0.94
N 1.158 -1.960 -3.205 -0.68
C 1.000 -1.488 -4.563 -0.23
C 0.593 -0.018 -4.599 -0.41
C 1.699 0.809 -3.954 -0.42
C 2.173 0.195 -2.663 -0.07
C 2.915 0.962 -1.774 -0.19
C 3.394 0.433 -0.592 -0.20
C 3.147 -0.896 -0.291 -0.20
C 2.420 -1.680 -1.165 -0.25
C 1.914 -1.141 -2.346 0.19
C -2.244 -0.918 -2.599 -0.16
C -2.929 0.201 -2.165 -0.24
C -2.518 0.869 -1.015 0.00
Cl -3.373 2.286 -0.569 0.05
H -2.463 0.603 7.050 0.21
H -1.284 -0.243 8.056 0.22
H -1.085 1.480 7.729 0.20
H 0.472 0.099 6.328 0.19
H -0.925 -0.756 5.632 0.24
H -0.439 2.127 5.252 0.39
H -0.439 2.675 2.877 0.21
H -2.186 2.837 3.279 0.22
H 0.089 -1.096 -0.157 0.27
H 0.252 -2.128 -5.030 0.25
H 1.955 -1.624 -5.081 0.20
H -0.342 0.113 -4.049 0.21
H 0.430 0.298 -5.631 0.22
H 2.551 0.872 -4.640 0.21
H 1.355 1.829 -3.769 0.22
H 3.110 1.997 -2.020 0.21
H 3.958 1.051 0.089 0.21
H 3.522 -1.325 0.625 0.22
H 2.216 -2.714 -0.941 0.25
H -2.540 -1.454 -3.488 0.25
H -3.781 0.572 -2.713 0.24
```



Entry 4:
This record from the Open Molecules 2025 dataset describes a 6-piece molecular cluster, C5H23NO6S overall at a distorted geometry. The level of theory is the ωB97M-V functional and the def2-TZVPD basis.

As for the SMILES: C[C@@H](CCS)NCO.O.O.O.O.O. For the LUMO energy, the calculation gives 0.0082 Eh. The net charge is 0. Its relative energy (zero: lowest compared OMol25 entry of this formula, charge and spin) is 131.4 kJ/mol. As for the HOMO energy: -0.3408 Eh.

```
36
Properties=species:S:1:pos:R:3:nbo_charge:R:1
C 2.109 0.644 0.316 -0.63
C 0.997 -0.080 1.066 -0.04
C 0.279 0.961 1.992 -0.42
C 0.062 0.506 3.424 -0.50
S -0.931 -1.024 3.586 -0.08
N 0.013 -0.689 0.184 -0.66
C -0.378 -0.188 -1.090 0.07
O -0.815 1.169 -1.260 -0.80
H 2.705 -0.125 -0.176 0.24
H 1.690 1.368 -0.379 0.21
H 2.688 1.206 1.029 0.21
H 1.355 -0.857 1.713 0.19
H -0.715 1.080 1.560 0.20
H 0.760 1.936 2.003 0.21
H 1.030 0.303 3.865 0.22
H -0.455 1.221 4.057 0.23
H -2.167 -0.539 3.782 0.13
H -0.902 -0.841 0.593 0.38
H -1.179 -0.858 -1.393 0.16
H 0.271 -0.231 -1.959 0.17
H -1.311 1.612 -0.562 0.50
O -3.447 -0.620 -1.513 -0.94
H -3.142 0.287 -1.565 0.47
H -3.165 -1.080 -2.307 0.47
O 0.125 -4.239 -0.359 -0.95
H 0.376 -4.438 0.518 0.47
H -0.210 -3.335 -0.346 0.48
O 2.596 -2.631 -1.583 -0.95
H 1.825 -3.018 -1.177 0.48
H 2.457 -2.879 -2.495 0.46
O -2.528 3.282 -0.381 -0.94
H -3.061 3.075 -1.152 0.47
H -2.126 4.123 -0.627 0.48
O 1.811 1.706 -3.467 -0.95
H 2.459 1.649 -2.764 0.47
H 0.924 1.546 -3.134 0.48
```



Entry 5:
This record from the Open Molecules 2025 dataset describes CCsO3 as an isolated structure at a distorted geometry. The level of theory is the ωB97M-V functional and the def2-TZVPD basis.

For the LUMO energy, the calculation gives 0.0665 Eh. The net charge is -1. Its relative energy (zero: lowest compared OMol25 entry of this formula, charge and spin) is 31.2 kJ/mol. As for the HOMO energy: -0.0553 Eh.

```
5
Properties=species:S:1:pos:R:3:mulliken_charge:R:1
Cs 1.719 1.260 1.055 0.75
C -0.407 -0.357 -0.254 0.69
O -0.305 0.779 0.211 -0.92
O -0.124 -1.360 0.373 -0.74
O -0.883 -0.322 -1.386 -0.78
```



Entry 6:
This record from the Open Molecules 2025 dataset describes one molecule with the formula C20H26N4O4S. The level of theory is the ωB97M-V functional and the def2-TZVPD basis.

As for the SMILES: COc1ccc(CN2CCNC(=O)[C@H]2CC(=O)N(C)Cc2nccs2)c(OC)c1. For the LUMO energy, the calculation gives 0.0261 Eh. The net charge is 0. Its relative energy (zero: lowest compared OMol25 entry of this formula, charge and spin) is 213.7 kJ/mol. As for the HOMO energy: -0.2919 Eh.

```
55
Properties=species:S:1:pos:R:3:nbo_charge:R:1
C 5.031 0.663 -1.575 -0.26
O 3.849 1.333 -1.932 -0.52
C 2.656 0.681 -1.788 0.41
C 1.530 1.359 -2.247 -0.33
C 0.288 0.762 -2.156 -0.16
C 0.128 -0.498 -1.604 -0.15
C -1.222 -1.168 -1.552 -0.24
N -2.289 -0.192 -1.402 -0.46
C -3.578 -0.557 -1.938 -0.22
C -4.331 0.743 -2.214 -0.21
N -4.330 1.555 -1.021 -0.60
C -3.424 1.504 -0.031 0.69
O -3.468 2.280 0.908 -0.65
C -2.382 0.392 -0.087 -0.14
C -2.713 -0.603 1.075 -0.52
C -1.454 -1.080 1.765 0.70
O -1.008 -2.200 1.584 -0.63
N -0.821 -0.182 2.561 -0.45
C -1.417 1.027 3.091 -0.44
C 0.470 -0.555 3.093 -0.27
C 1.570 0.226 2.455 0.07
N 2.821 0.068 2.700 -0.45
C 3.589 0.929 1.990 -0.07
C 2.909 1.774 1.173 -0.45
S 1.220 1.481 1.281 0.41
C 1.260 -1.168 -1.121 0.41
O 1.050 -2.400 -0.588 -0.51
C 2.079 -3.009 0.152 -0.25
C 2.517 -0.578 -1.218 -0.44
H 5.057 0.430 -0.505 0.18
H 5.843 1.350 -1.812 0.20
H 5.160 -0.259 -2.151 0.18
H 1.653 2.340 -2.676 0.22
H -0.587 1.280 -2.516 0.22
H -1.213 -1.924 -0.759 0.23
H -1.381 -1.690 -2.501 0.20
H -4.174 -1.190 -1.260 0.17
H -3.440 -1.099 -2.875 0.22
H -3.835 1.280 -3.033 0.19
H -5.365 0.538 -2.505 0.20
H -4.984 2.324 -0.974 0.41
H -1.413 0.859 0.125 0.25
H -3.382 -0.122 1.789 0.24
H -3.214 -1.482 0.667 0.24
H -2.004 1.560 2.346 0.25
H -0.624 1.691 3.430 0.21
H -2.059 0.792 3.946 0.19
H 0.617 -1.621 2.886 0.27
H 0.501 -0.410 4.180 0.22
H 4.656 0.897 2.120 0.21
H 3.287 2.532 0.519 0.25
H 2.481 -2.337 0.917 0.18
H 2.892 -3.356 -0.496 0.17
H 1.614 -3.866 0.637 0.21
H 3.381 -1.106 -0.851 0.23
```



Entry 7:
This record from the Open Molecules 2025 dataset describes one molecule with the formula C5H3NO at a distorted geometry. The level of theory is the ωB97M-V functional and the def2-TZVPD basis.

For the LUMO energy (alpha / beta), the calculation gives -0.0767 / -0.0615 Eh. The net charge is 0. Its relative energy (zero: lowest compared OMol25 entry of this formula, charge and spin) is 410.1 kJ/mol. As for the HOMO energy (alpha / beta): -0.3678 / -0.3507 Eh.

```
10
Properties=species:S:1:pos:R:3:nbo_charge:R:1
N 3.083 -1.230 0.078 -0.25
C 2.092 -0.628 0.041 0.26
C 0.846 0.100 0.053 -0.28
C 0.787 1.480 0.052 0.07
O -1.986 1.082 0.442 -0.52
C -1.675 -0.030 0.060 0.36
C -0.345 -0.489 -0.353 -0.21
H -0.077 1.952 0.537 0.21
H -2.422 -0.846 0.052 0.14
H -0.303 -1.391 -0.961 0.23
```